ORCA calculation (ωB97M-V/def2-TZVPD) on a cluster of 6 separate species, C55H66Cl2F43NO10 in total in a non-equilibrium geometry.

The geometry in XYZ format:
```
177
Properties=species:S:1:pos:R:3
C 10.1069 2.4931 -1.2857
C 9.0956 1.5259 -2.0854
C 9.4834 1.3064 -3.6309
C 8.3277 1.7533 -4.6695
C 7.5501 0.4686 -5.2544
C 6.2505 0.8797 -6.1481
C 5.4381 -0.4648 -6.5875
C 3.8688 -0.0724 -6.4796
C 2.8681 -1.2836 -6.8101
C 1.9185 -1.7297 -5.5989
O 1.5703 -0.6643 -4.6742
C 0.3952 0.0596 -5.1437
O 0.6207 1.4301 -4.8208
C 0.3437 2.3271 -5.9205
C 1.5496 3.3325 -6.2725
C 1.6584 4.3896 -5.0552
O -0.7185 -0.5261 -4.4100
C -1.9025 0.2916 -4.5657
O -2.4962 0.3539 -5.6593
C -2.3757 1.0415 -3.2226
C -2.9944 0.1551 -2.0860
C -3.4359 0.7880 -0.7430
C -3.2312 2.3224 -0.5896
C -2.6624 3.2309 -1.7058
C -2.2324 2.5673 -3.0435
C 2.6907 -2.8574 -4.7495
C 3.1827 -2.2891 -3.3087
C 4.0683 -3.3588 -2.4855
C 5.0961 -2.5911 -1.4803
N 1.9396 -4.1144 -4.5023
C 0.6748 -3.9368 -3.7674
O 0.9324 -4.3917 -2.3794
C -0.1689 -4.1174 -1.5527
F -1.3274 -4.9014 -1.8716
F 0.2042 -4.5453 -0.2356
F -0.4760 -2.7386 -1.4248
C 1.8350 -4.9975 -5.6608
Cl 1.1170 -4.6031 -7.2880
C 2.3149 -6.3348 -5.4821
C 2.9538 -6.8308 -4.0809
Cl 2.2196 -7.6116 -6.8017
H 10.9255 2.9233 -1.9586
H 10.5899 1.9672 -0.3824
H 9.5191 3.3879 -0.8725
H 8.0364 1.9673 -1.9938
H 9.0861 0.5126 -1.5378
H 10.4158 1.9310 -3.8430
H 9.7052 0.1885 -3.7861
H 8.8024 2.2756 -5.5791
H 7.6306 2.5152 -4.1658
H 7.1162 -0.1073 -4.3503
H 8.1973 -0.2070 -5.9094
H 5.6079 1.5349 -5.4422
H 6.5213 1.5456 -7.0339
H 5.7522 -0.7950 -7.6349
H 5.6687 -1.2327 -5.7690
H 3.7006 0.7252 -7.3000
H 3.7267 0.4107 -5.4577
H 2.1836 -0.9582 -7.6729
H 3.5077 -2.1545 -7.2189
H 0.9176 -2.1995 -5.9372
H 0.3070 -0.1745 -6.2552
H 0.0122 1.8307 -6.8917
H -0.5378 2.9995 -5.5868
H 2.5401 2.8166 -6.5033
H 1.2323 3.9496 -7.1991
H 0.6880 4.9852 -4.8951
H 2.5286 5.1306 -5.1931
H 1.8251 3.7869 -4.0929
H -3.1149 -0.9710 -2.2651
H -3.8562 0.1337 0.0915
H -3.5114 2.8117 0.3971
H -2.5398 4.3566 -1.5431
H -1.8118 3.1987 -3.8911
H 3.6665 -3.1480 -5.2964
H 2.2908 -2.0294 -2.6227
H 3.7781 -1.3324 -3.4904
H 4.6184 -4.0895 -3.1751
H 3.4090 -4.0079 -1.7976
H 4.9548 -1.4611 -1.5559
H 6.1724 -2.9225 -1.6828
H 4.8538 -2.8982 -0.4068
H -0.1258 -4.6514 -4.1870
H 0.2241 -2.8897 -3.7926
H 3.8514 -6.1496 -3.8307
H 3.2880 -7.9320 -4.1363
H 2.1477 -6.7690 -3.2546
F -0.8387 -10.5606 -2.8551
C -0.5036 -9.2903 -3.1467
F 0.4416 -9.3592 -4.1149
C 0.0394 -8.5327 -1.9373
F 1.1897 -9.0899 -1.4878
F 0.3722 -7.2719 -2.3548
C -0.9364 -8.3674 -0.7534
O -0.7953 -9.2884 0.3362
C -1.4593 -10.5304 0.2248
F -2.2870 -10.5094 -0.8368
F -2.2558 -10.6236 1.3151
C -0.4886 -11.7156 0.2026
F 0.3693 -11.6375 -0.8371
F -1.1608 -12.8848 0.0664
H -1.3780 -8.7878 -3.5695
H -0.7054 -7.3955 -0.3070
H -1.9762 -8.2794 -1.0793
H 0.0987 -11.7577 1.1232
F -1.9056 3.9712 3.0926
C -1.4493 3.9104 4.3583
F -2.5200 4.1642 5.1577
C -0.3295 4.9188 4.6236
F -0.7768 6.1919 4.4829
F 0.0397 4.7965 5.9329
C 0.9497 4.7373 3.7806
O 1.0878 5.5746 2.6257
C 0.4780 5.1324 1.4307
F 0.0487 3.8662 1.5817
F 1.4654 5.0824 0.5071
C -0.6220 6.0825 0.9466
F -1.6064 6.2134 1.8616
F -1.2019 5.6093 -0.1841
H -1.1190 2.8884 4.5615
H 1.7803 5.0401 4.4250
H 1.1507 3.6880 3.5490
H -0.2191 7.0771 0.7404
F -2.6269 1.0444 10.1405
C -2.1209 1.0190 11.3873
F -3.1548 1.2969 12.2219
C -0.9930 2.0322 11.5844
F -1.4441 3.2993 11.4288
F -0.5782 1.9398 12.8835
C 0.2568 1.8318 10.7017
O 0.3546 2.6415 9.5227
C -0.2936 2.1719 8.3590
F -0.7156 0.9079 8.5530
F 0.6654 2.1009 7.4034
C -1.4099 3.1097 7.8889
F -2.3639 3.2608 8.8313
F -2.0260 2.6088 6.7867
H -1.7818 0.0025 11.6055
H 1.1084 2.1505 11.3099
H 0.4516 0.7774 10.4881
H -1.0161 4.0974 7.6477
F -6.5223 -3.7015 0.9077
C -5.7080 -3.1723 -0.0233
F -4.5606 -2.8371 0.6221
C -6.3121 -1.9431 -0.7022
F -6.5050 -0.9391 0.1871
F -5.3941 -1.4755 -1.6005
C -7.6209 -2.1818 -1.4839
O -8.8445 -1.8475 -0.8165
C -9.4092 -2.8274 0.0304
F -8.7594 -3.9957 -0.1305
F -10.6652 -3.0346 -0.4290
C -9.4718 -2.3746 1.4928
F -8.2440 -2.0975 1.9814
F -9.9920 -3.3507 2.2760
H -5.4636 -3.9478 -0.7546
H -7.5911 -1.4964 -2.3359
H -7.6620 -3.1773 -1.9339
H -10.0882 -1.4785 1.5989
F -3.7936 7.6708 9.5841
C -5.1280 7.4999 9.6276
F -5.3469 6.4283 10.4312
C -5.7347 7.2590 8.2450
F -5.2646 6.1116 7.7003
F -7.0782 7.0709 8.4115
C -5.5677 8.4049 7.2249
O -4.5021 8.2764 6.2749
C -3.2211 8.7174 6.6752
F -3.3146 9.3817 7.8431
F -2.8402 9.6348 5.7551
C -2.1951 7.5807 6.7143
F -2.5617 6.6078 7.5782
F -0.9862 8.0343 7.1302
H -5.5761 8.3735 10.1092
H -6.4713 8.3925 6.6086
H -5.5727 9.3898 7.6995
H -2.0747 7.1285 5.7300
```

Results
- energy relative to the best compared isomer or geometry (same formula, charge and spin) (eV) = 10.802
- Kohn-Sham gap (eV) = 9.23
- LUMO (eV) = 0.2
- SMILES string = CCCCCCCCC[C@H](O[C@H](OCCC)OC(=O)c1ccccc1)[C@@H](CCC)N(COC(F)(F)F)/C(Cl)=C(\C)Cl.FC(F)C(F)(F)COC(F)(F)C(F)F.FC(F)C(F)(F)COC(F)(F)C(F)F.FC(F)C(F)(F)COC(F)(F)C(F)F.FC(F)C(F)(F)COC(F)(F)C(F)F.FC(F)C(F)(F)COC(F)(F)C(F)F
- energy (a.u.) = -8156.7659